# 1
Density functional theory data (ωB97M-V with the def2-TZVPD basis set) for a structure of composition C24H46Cl3N2O4SiTi at a distorted geometry.

```
81
Properties=species:S:1:pos:R:3:forces:R:3:mulliken_spin:R:1
C -2.20870 -2.51880 -4.30229 0.3 -0.3 0.0 -0.0003
C -1.29147 -2.69784 -3.10586 -1.2 -0.5 2.1 0.0008
H -2.72882 -3.46208 -4.52498 0.2 0.2 0.2 0.0000
H -1.56497 -2.30369 -5.15850 -0.2 0.2 -0.2 0.0000
H -2.97447 -1.75277 -4.17588 0.2 0.3 0.0 0.0000
C -0.46948 -3.83228 -2.97917 0.3 -0.8 0.9 -0.0004
C 0.17003 -4.60179 -4.07925 -0.1 -0.1 -0.2 0.0001
H -0.42164 -4.31687 -1.99767 0.0 0.2 -0.4 0.0000
H 0.91441 -4.03910 -4.66294 0.1 0.0 -0.1 -0.0001
H -0.53611 -5.03210 -4.81447 0.1 -0.2 -0.1 -0.0001
H 0.70971 -5.42920 -3.59266 -0.1 0.0 -0.4 0.0000
Ti 0.98679 2.25299 0.34742 -1.1 0.2 0.7 0.9906
Cl -1.38216 1.84814 0.54201 0.1 -0.1 0.1 -0.0086
Cl 1.93156 4.18779 -0.32569 0.1 0.2 0.0 -0.0053
H 2.18586 5.31614 4.12180 0.1 0.3 0.3 -0.0001
H 0.11045 6.36694 4.20499 -0.3 -0.2 -0.4 0.0000
C 1.93225 4.52887 3.43332 0.4 0.0 -0.3 0.0026
C -0.14022 5.92914 3.22308 -0.2 0.4 0.2 0.0001
N 0.51367 4.63331 3.10936 0.0 -0.8 -0.3 -0.0001
H 2.14681 3.54620 3.87112 -0.1 0.4 -0.1 -0.0009
C -0.01384 3.53741 2.58925 1.1 -0.6 0.7 -0.0118
O 0.76658 2.55060 2.29469 -1.1 1.6 0.9 0.0185
H -1.23635 5.84103 3.12008 0.6 -0.1 0.0 -0.0001
H -1.10031 3.42874 2.54027 0.2 0.2 -0.4 -0.0042
H 2.52655 4.64824 2.52697 0.1 0.0 0.0 -0.0012
H 0.23843 6.63089 2.45217 -0.2 -0.5 0.3 -0.0003
H 2.40924 -0.39015 -2.93776 0.0 0.0 0.5 -0.0003
H 2.43189 -3.15836 -1.22633 0.0 0.2 0.0 0.0000
C 3.16702 -0.43475 -2.14396 0.3 -0.2 0.1 0.0005
C 3.06478 -2.43131 -0.70234 -0.4 -1.2 0.0 0.0005
N 2.64302 -1.05597 -0.90797 0.2 1.1 0.9 0.0027
H 3.60241 0.54943 -1.95778 -0.2 -0.1 0.0 0.0002
C 2.14212 -0.42250 0.16481 0.7 -0.1 -0.9 0.0032
O 2.32093 0.80604 0.46108 -0.1 -0.9 -0.4 0.0063
H 3.06780 -2.66051 0.37165 0.0 0.0 -0.4 0.0005
H 1.50363 -1.02338 0.82554 0.4 -0.2 0.1 0.0037
H 3.94253 -1.10784 -2.51635 0.0 0.3 0.1 0.0000
H 4.06797 -2.54606 -1.11570 0.0 0.1 0.3 0.0002
O -0.72687 -1.41026 -2.59763 1.0 1.8 0.3 -0.0001
C -1.68421 -1.97811 -1.73622 -0.4 -1.0 -1.1 -0.0014
C -0.12070 -3.04303 0.00352 -0.2 0.5 -0.2 -0.0004
C -1.40468 -2.62359 -0.39405 0.1 -0.2 0.7 0.0002
H 0.68411 -2.73847 -0.66909 -0.4 -0.4 0.2 0.0007
C 0.11420 -3.76567 1.17889 -0.1 0.4 -0.3 0.0005
H -2.57970 -1.34855 -1.75071 -0.3 -0.4 0.3 0.0000
C -2.45098 -2.92686 0.52744 0.6 0.5 -0.7 0.0001
H 1.12954 -4.05753 1.41883 0.1 -0.1 0.0 0.0000
C -0.92541 -4.08174 2.04541 -0.4 0.1 -0.6 -0.0003
C -2.20900 -3.63201 1.70791 0.2 0.0 0.0 0.0000
H -3.44142 -2.53425 0.29789 0.0 -0.3 0.1 0.0000
H -0.76381 -4.68649 2.93647 0.0 0.2 -0.1 0.0000
H -3.01879 -3.81554 2.41337 0.0 0.0 -0.3 0.0000
Si -0.76343 2.37582 -3.13282 0.9 1.7 1.9 0.0067
Cl 0.68689 1.20340 -1.63213 -1.5 -0.1 -3.2 -0.0122
C 0.57560 3.38248 -3.98352 0.2 -0.8 -0.6 0.0021
C -1.29005 3.79991 -1.98806 -0.5 0.1 -0.2 0.0107
C -2.18316 1.56912 -4.00783 0.2 -0.5 -0.1 0.0025
H 1.55430 2.89207 -3.99971 -0.2 0.1 -0.4 -0.0001
H 0.68012 4.33013 -3.44578 0.0 -0.4 -0.2 -0.0001
H 0.20825 3.59590 -4.99041 0.4 0.0 -0.2 0.0005
H -1.87795 0.87746 -4.81089 -0.2 0.3 0.4 0.0000
H -2.72798 2.43040 -4.42988 0.2 -0.2 0.0 0.0006
H -2.88436 1.06315 -3.32464 0.5 0.1 -0.2 -0.0003
H -2.34586 4.05091 -2.10805 -0.1 -0.1 0.1 -0.0003
H -0.71781 4.70400 -2.24227 -0.2 -0.4 0.0 0.0008
H -1.13518 3.59724 -0.93753 -0.1 0.0 0.0 -0.0123
C 1.88197 0.03082 3.83118 0.3 0.5 0.2 -0.0004
C 0.82750 -1.05419 3.87898 -0.7 0.0 -0.6 -0.0004
O -0.15226 -0.89638 2.83208 0.0 0.0 0.5 -0.0004
C -1.39940 -0.27112 3.19812 0.9 0.0 -0.3 0.0017
C -2.32045 -1.09548 4.07253 -0.1 0.0 -0.1 0.0000
H 2.18945 0.30449 2.81299 -0.2 -0.2 0.3 0.0048
H 2.78172 -0.28500 4.37184 -0.1 0.0 0.0 -0.0001
H 1.50762 0.93754 4.32430 0.1 -0.1 -0.2 0.0010
H 1.27640 -2.03857 3.70991 -0.1 0.0 0.1 0.0000
H 0.33492 -1.04117 4.86173 0.1 -0.2 -0.2 -0.0001
H -1.16291 0.69231 3.67180 -0.1 0.0 0.1 0.0001
H -1.85855 -0.05259 2.23401 -0.1 0.0 0.2 -0.0008
H -1.80744 -1.52505 4.93726 -0.1 0.0 -0.1 0.0000
H -3.10286 -0.42672 4.43902 0.0 -0.1 0.1 0.0000
H -2.80527 -1.89337 3.50367 0.2 0.1 0.2 0.0000
```
Positions in Å, forces in eV/Å.

Computed properties:
- strongest force on any atom (eV/Å) = 3.53
- relative energy (zero: lowest compared OMol25 entry of this formula, charge and spin) (eV) = 3.413
- frontier orbital gap (alpha / beta) (eV) = 3.1 / 3.2
- multiplicity = 2
- E (eV) = -105363.691
- <S²> = 0.753

---

# 2
Density functional theory data (ωB97M-V with the def2-TZVPD basis set) for a cluster of 2 separate species, C4H12 in total at a distorted geometry.

```
16
Properties=species:S:1:pos:R:3:forces:R:3:mulliken_spin:R:1
C 0.17328 -1.19225 -2.35567 -0.8 1.0 1.9 0.0797
C 1.07137 -1.72379 -1.31615 -0.5 0.6 -2.0 0.2496
H 0.59083 -0.39460 -2.99912 0.3 -0.3 -0.6 0.1085
H -0.20701 -1.97892 -3.05679 0.6 -0.1 -0.3 0.1470
H -0.67789 -0.68928 -1.89378 -0.1 -0.2 0.0 -0.0017
H 0.57054 -2.28083 -0.48762 0.3 -0.2 0.5 0.1398
H 1.17690 -0.83152 -0.55085 -0.1 -0.3 -0.1 0.2252
H 1.97053 -2.14039 -1.75298 0.2 -0.4 0.7 0.0018
C -1.35037 1.36004 1.69373 1.5 0.7 -1.0 0.0107
C 0.20991 1.41813 1.90282 -2.0 0.6 -0.3 0.0025
H -1.83609 2.26072 2.07430 0.0 -0.4 0.9 0.0094
H -1.67013 1.49115 0.64848 0.3 -0.9 -0.1 0.0072
H -1.58890 0.40131 2.12937 -1.2 0.2 0.1 -0.0008
H 0.60165 0.40719 1.79349 0.4 0.0 0.2 0.0080
H 0.26679 1.76825 2.93237 0.8 -0.3 0.1 0.0127
H 0.69859 2.12479 1.23841 0.2 0.0 0.1 0.0003
```
Positions in Å, forces in eV/Å.

Computed properties:
- strongest force on any atom (eV/Å) = 2.28
- relative energy (zero: lowest compared OMol25 entry of this formula, charge and spin) (eV) = 0.879
- total charge = +1
- frontier orbital gap (alpha / beta) (eV) = 11.4 / 3.2
- multiplicity = 2
- E (eV) = -4330.353
- <S²> = 0.753

---

# 3
Density functional theory data (ωB97M-V with the def2-TZVPD basis set) for a cluster of 3 separate species, C18H30BrF9N2O4PS2 in total at a distorted geometry.

```
67
Properties=species:S:1:pos:R:3:forces:R:3:lowdin_charge:R:1
C 0.92027 -1.47615 0.83481 0.0 0.3 -0.4 -0.2710
P 1.10432 -2.37022 -0.76436 0.8 -0.8 0.2 0.9706
C 2.20300 -1.25235 -1.71159 -1.5 -0.3 0.1 -0.2738
C -0.49873 -2.25750 -1.74930 0.3 -0.1 0.2 -0.4096
N -0.49892 -3.39881 -2.67657 0.0 -0.2 0.5 -0.0360
C -0.48457 -4.67940 -1.98558 -0.4 0.0 -0.4 -0.2656
C -1.46713 -4.81904 -0.80892 0.4 -0.5 -0.1 -0.6145
Br -3.20798 -5.49525 -1.31361 0.0 0.4 0.0 0.8240
N -1.63953 -3.54669 -0.01165 -0.4 -0.5 0.0 0.0780
C -1.76057 -2.36368 -0.90346 0.0 0.8 -0.3 -0.1812
C -2.18130 -1.08928 -0.14451 0.2 -0.1 0.0 -0.3819
F -2.24291 -1.36515 1.18513 0.0 0.1 0.0 0.1278
F -1.30495 -0.08397 -0.36417 -0.2 -0.2 0.2 0.1332
C -3.55352 -0.57761 -0.63457 0.4 0.3 -0.5 -0.3391
F -3.40893 -0.36582 -1.96896 0.0 -0.1 0.0 0.1540
F -4.47356 -1.53705 -0.48203 0.0 -0.1 0.3 0.1745
C -3.99931 0.76065 0.03114 -0.9 -0.1 0.1 -0.3349
F -3.27527 0.99407 1.13385 0.1 0.1 0.0 0.1594
F -5.28741 0.62181 0.39968 0.1 0.0 0.0 0.1720
C -3.93931 2.01920 -0.88000 0.0 0.8 0.1 -0.5042
F -4.86616 1.95431 -1.84893 0.9 0.0 0.6 0.1894
F -2.70443 2.17991 -1.39728 -0.9 -0.1 0.2 0.1737
F -4.20940 3.07815 -0.08710 0.2 -0.6 -0.7 0.1775
H 0.29149 -1.98575 1.55834 -0.2 0.0 0.1 0.0276
H 1.91711 -1.48211 1.26400 0.2 -0.2 0.0 0.0545
H 0.63708 -0.43368 0.75269 -0.1 0.1 0.0 0.0397
H 3.18081 -1.21414 -1.27072 0.3 0.0 0.1 0.0348
H 2.22112 -1.57091 -2.74675 0.3 -0.2 -0.2 0.0530
H 1.72966 -0.28081 -1.68012 0.2 0.4 0.0 0.0330
H -0.50715 -1.34886 -2.33965 -0.2 0.2 0.0 0.1315
H -1.36408 -3.37393 -3.20463 0.1 0.2 -0.5 0.1168
H -0.76533 -5.43154 -2.71242 0.0 -0.2 -0.1 0.1138
H 0.50021 -4.95315 -1.63853 0.3 0.3 0.2 0.0924
H -1.06782 -5.55403 -0.12532 0.0 -0.1 0.3 0.1060
H -2.49184 -3.65902 0.54129 0.0 0.1 0.1 0.1592
H -0.86303 -3.47392 0.65277 0.2 0.3 -0.1 0.1484
H -2.57604 -2.59529 -1.58132 -0.2 -0.2 0.0 0.1370
C 6.14266 3.11479 -3.27736 -0.1 0.0 -0.1 -0.2144
C 4.77957 3.80407 -3.42038 0.0 0.0 0.1 -0.2090
C 3.71414 2.70223 -3.49503 0.0 0.3 -0.1 -0.2163
S 4.38140 1.30156 -2.58783 0.3 0.6 0.1 0.6668
O 4.58427 0.20512 -3.50155 -0.2 -0.2 0.2 -0.3151
O 3.63480 1.12864 -1.36331 0.0 0.0 0.0 -0.3524
C 5.95923 2.04853 -2.20137 0.3 0.1 -0.1 -0.2246
H 6.92624 3.81975 -3.00733 0.0 0.0 0.0 0.1187
H 6.42328 2.64540 -4.22226 0.0 0.0 0.0 0.1216
H 4.59722 4.43392 -2.54799 0.0 0.0 0.0 0.1184
H 4.74019 4.44427 -4.29944 0.0 0.0 0.0 0.1165
H 2.77617 3.00292 -3.03540 0.0 -0.1 0.0 0.1014
H 3.53850 2.37541 -4.51809 0.0 -0.1 0.0 0.1058
H 6.73070 1.28212 -2.20821 -0.1 -0.1 0.0 0.1110
H 5.87784 2.49188 -1.20968 -0.1 0.0 0.0 0.1099
C -2.31265 2.53709 5.49148 0.1 0.0 -0.1 -0.2124
C -2.54296 2.03534 4.05909 0.1 0.0 0.0 -0.2194
C -1.26159 1.31026 3.61918 -0.3 0.2 -0.2 -0.2293
S -0.50623 0.67279 5.11924 -0.2 0.1 0.1 0.6580
O 0.75386 1.33836 5.31636 0.1 -0.1 0.0 -0.3105
O -0.59995 -0.76646 5.12113 0.2 -0.1 -0.1 -0.3342
C -1.70719 1.36026 6.25268 -0.2 0.2 0.1 -0.2253
H -3.23722 2.87583 5.95497 0.0 0.0 0.0 0.1179
H -1.61329 3.37526 5.48354 0.0 0.0 0.0 0.1221
H -3.38290 1.33757 4.04826 0.0 0.0 0.0 0.1151
H -2.78500 2.84866 3.37670 0.0 0.0 0.0 0.1128
H -1.46688 0.47712 2.95212 0.1 -0.1 0.0 0.0694
H -0.55202 1.99142 3.15310 0.1 0.0 0.1 0.1081
H -1.20696 1.64354 7.17527 0.1 -0.1 0.0 0.1110
H -2.45116 0.58937 6.45047 0.0 0.0 0.0 0.1086
```
Positions in Å, forces in eV/Å.

Computed properties:
- strongest force on any atom (eV/Å) = 1.57
- total charge = +1
- frontier orbital gap (eV) = 8.7
- E (eV) = -155774.801

---

# 4
Density functional theory data (ωB97M-V with the def2-TZVPD basis set) for a cluster of 3 separate species, C2H9NO3 in total at a distorted geometry.

```
15
Properties=species:S:1:pos:R:3:forces:R:3:lowdin_charge:R:1
N -1.16713 0.11508 0.00550 0.6 -1.2 -0.9 -0.0056
C -0.65089 0.30573 -1.36690 -1.4 -0.1 1.0 -0.2355
C 0.78803 0.74885 -1.48184 -0.1 1.1 0.3 -0.2546
O 1.46970 0.96227 -0.51380 0.1 -0.3 0.2 0.0434
H -0.59392 -0.65042 0.34044 -0.2 0.1 0.8 0.0682
H -1.05288 0.89094 0.62825 0.5 0.5 0.0 0.0558
H -1.36931 0.99519 -1.81408 0.5 0.3 -0.6 0.1109
H -0.83756 -0.65924 -1.85138 0.3 0.2 -0.3 0.1158
H 1.19736 1.05889 -2.46139 -0.3 -0.5 -0.3 0.1162
O 3.28004 -2.54145 -0.16409 -0.5 0.5 0.8 -0.0773
H 4.01899 -2.11462 0.31743 -0.4 -0.8 -1.1 0.0515
H 3.50039 -3.07188 -0.93405 0.8 0.3 0.3 0.0271
O -3.69626 0.84923 2.94485 0.3 0.0 -0.2 -0.0714
H -3.03882 0.41554 2.37502 -0.4 0.3 0.2 0.0213
H -3.60439 1.80217 2.80029 0.1 -0.4 0.0 0.0343
```
Positions in Å, forces in eV/Å.

Computed properties:
- strongest force on any atom (eV/Å) = 1.71
- relative energy (zero: lowest compared OMol25 entry of this formula, charge and spin) (eV) = 2.080
- frontier orbital gap (eV) = 10.5
- E (eV) = -9851.567

---

# 5
Density functional theory data (ωB97M-V with the def2-TZVPD basis set) for an isolated molecule of C8H12OS at a distorted geometry.

```
22
Properties=species:S:1:pos:R:3:forces:R:3:lowdin_charge:R:1
C -0.70165 1.94463 -0.96591 -3.8 1.9 0.0 -0.2788
C -1.39367 -2.62599 0.41579 0.8 -0.5 0.1 -0.0383
C -1.56884 0.69595 -1.07761 4.5 -0.3 1.3 -0.2581
C -0.08406 1.96437 0.37274 0.9 0.2 1.4 -0.1353
C 2.28480 0.85230 0.66489 1.4 0.3 -0.5 -0.1794
C -1.08971 -1.34833 0.45012 -0.1 0.0 -1.3 -0.3015
C 1.09539 1.33751 0.48405 -1.4 2.5 0.9 -0.0880
C 2.45418 -0.55964 1.08615 1.1 -1.6 -2.6 -0.1217
O -0.62756 -1.72582 -2.11692 -1.0 -2.8 -3.0 -0.4983
S -0.28557 -0.77648 -1.12896 -0.5 3.7 4.0 0.9092
H -1.42692 2.86121 -1.22127 1.6 -1.6 0.9 0.1574
H 0.10229 2.05393 -1.61693 1.0 -0.4 -1.9 0.0803
H -2.16507 -3.08014 0.96535 -0.8 -0.3 1.2 0.0456
H -0.84002 -3.34746 -0.17075 -0.1 0.3 -0.6 0.0629
H -2.09371 0.63419 -1.90604 -2.0 -0.4 -4.7 0.0300
H -2.31686 0.60258 -0.36029 -0.7 -0.1 1.9 0.0608
H -0.70601 2.48972 1.17973 1.5 -1.1 -0.7 0.1398
H 3.30495 1.38446 0.54679 -2.2 -0.3 0.1 0.1415
H -1.59303 -0.58481 1.02818 0.2 -0.3 0.2 0.0660
H 2.56265 -0.52338 2.13761 0.1 -0.8 1.1 0.0631
H 1.71414 -1.27810 0.66228 -0.1 0.8 1.0 0.0512
H 3.37427 -0.97070 0.57099 -0.5 0.5 1.0 0.0919
```
Positions in Å, forces in eV/Å.

Computed properties:
- strongest force on any atom (eV/Å) = 5.50
- relative energy (zero: lowest compared OMol25 entry of this formula, charge and spin) (eV) = 4.855
- frontier orbital gap (eV) = 9.7
- E (eV) = -21367.894

---

# 6
Density functional theory data (ωB97M-V with the def2-TZVPD basis set) for an isolated molecule of C5H7Cl at a distorted geometry.

```
13
Properties=species:S:1:pos:R:3:forces:R:3:lowdin_charge:R:1
C -0.54757 0.92598 -1.25484 0.3 -1.0 0.5 0.0418
C 0.05620 0.35961 -0.14756 -0.9 0.7 -0.2 -0.3993
C 1.04807 1.19068 0.69040 2.4 0.3 -1.0 -0.1402
C -0.33253 -0.95437 0.50526 -1.4 -1.4 -2.0 -0.6343
C -0.66416 -2.10767 -0.18578 0.9 0.8 3.1 0.0025
Cl -0.60583 -0.79062 2.27534 0.4 -0.5 -1.2 0.6093
H -0.23528 1.95960 -1.55466 -0.2 -1.2 0.3 0.0653
H -1.34917 0.44277 -1.93415 1.4 0.6 1.6 0.0900
H 1.48794 1.95568 -0.02458 -0.8 -0.5 1.0 0.0734
H 0.53440 1.69434 1.53730 0.6 -0.4 -0.5 0.0611
H 2.07930 0.66295 1.03822 -2.9 0.7 -0.5 0.1250
H -0.62410 -2.24044 -1.23046 0.4 0.7 -1.2 0.0393
H -0.84729 -3.09851 0.28549 -0.2 1.2 0.2 0.0661
```
Positions in Å, forces in eV/Å.

Computed properties:
- strongest force on any atom (eV/Å) = 3.35
- relative energy (zero: lowest compared OMol25 entry of this formula, charge and spin) (eV) = 1.601
- frontier orbital gap (eV) = 9.7
- E (eV) = -17818.878

---

Question: Among the records above, which one has the highest strongest force on any atom?
Answer: C8H12OS